DFT (the ωB97M-V functional and the def2-TZVPD basis) results for C38H32IN2O7PSTl as an isolated structure in a non-equilibrium geometry.

Element x y z (Å)
Tl  1.15888  -1.35160  1.11805
I  -1.42002  0.24692  1.81143
C  -1.47449  2.37993  1.61113
C  -1.31002  3.07775  2.77793
C  -1.53048  4.45945  2.83972
C  -2.02475  5.11205  1.75954
C  -2.21089  4.44669  0.52998
C  -2.76782  5.14889  -0.55793
C  -2.93987  4.54742  -1.76370
C  -2.45022  3.25651  -1.95961
C  -1.87148  2.52150  -0.94856
P  -0.87819  1.07114  -1.51700
C  -0.10298  2.00534  -2.91118
C  -0.13231  1.68810  -4.26351
C  0.62136  2.41850  -5.17159
C  1.39774  3.48283  -4.74663
C  1.42360  3.81616  -3.39988
C  0.68599  3.07957  -2.49138
C  -2.23827  0.10186  -2.27626
C  -3.51415  0.16409  -1.71003
C  -4.55179  -0.60392  -2.21147
C  -4.33833  -1.44145  -3.29582
C  -3.06566  -1.55159  -3.83240
C  -2.01654  -0.80835  -3.31132
C  -1.83343  3.06298  0.38422
H  -1.02497  2.54982  3.67770
H  -1.35362  4.99107  3.76512
H  -2.28238  6.16248  1.81817
H  -3.06014  6.18120  -0.41022
H  -3.39789  5.07782  -2.58844
H  -2.49424  2.82794  -2.95238
H  -0.75554  0.88190  -4.62248
H  0.58792  2.15967  -6.22260
H  1.98316  4.04870  -5.45976
H  2.02357  4.64908  -3.05668
H  0.72271  3.33492  -1.43704
H  -3.69569  0.81716  -0.86742
H  -5.53106  -0.54438  -1.75327
H  -5.15479  -2.02491  -3.70155
H  -2.88415  -2.22995  -4.65677
H  -1.01687  -0.95709  -3.69396
O  3.39893  -4.60580  5.69433
C  2.36668  -3.93195  6.14669
O  1.92477  -4.08742  7.26520
C  1.73173  -2.96131  5.21852
C  0.58573  -2.24433  5.50761
N  0.33419  -1.45932  4.45158
N  1.24419  -1.61971  3.50000
C  2.09828  -2.53314  3.91987
C  3.16069  -2.99441  2.95252
O  3.97010  -3.85206  3.34364
O  3.11841  -2.48594  1.80077
H  3.67228  -4.33922  4.74731
H  -0.03074  -2.26178  6.38817
H  -0.47468  -0.88638  4.25963
O  3.31300  2.27535  1.21899
C  2.84202  1.28690  0.67520
O  1.75133  0.73539  1.10161
C  3.53781  0.74270  -0.56894
C  4.66277  1.49206  -0.93273
C  5.43628  1.19951  -2.03450
C  5.08835  0.11904  -2.83185
C  3.99435  -0.64725  -2.49438
C  3.21046  -0.36458  -1.36727
S  1.84995  -1.50087  -1.25487
H  4.89810  2.33499  -0.29878
H  6.30850  1.79709  -2.26560
H  5.66804  -0.12870  -3.71202
H  3.71177  -1.49499  -3.10480
C  -1.90669  -3.53159  0.04890
C  -1.18422  -3.62702  1.39588
C  -2.16055  -4.05733  2.49981
C  -0.04013  -4.64558  1.31516
O  -0.68769  -2.36888  1.75902
H  -2.34691  -4.48681  -0.24071
H  -1.20003  -3.22358  -0.72195
H  -2.69266  -2.77716  0.10891
H  -2.60736  -5.02674  2.27746
H  -2.94732  -3.30843  2.59733
H  -1.61961  -4.11501  3.44499
H  -0.40603  -5.61907  0.98635
H  0.42924  -4.75880  2.29424
H  0.71480  -4.29411  0.60657

Properties
- HOMO level (eV) = -5.398
- gap between HOMO and LUMO (eV) = 7.334
- energy relative to the best compared isomer or geometry (same formula, charge and spin) (eV) = 1.0765
- electronic energy (eV) = -90160.0987
- net charge = -1
- M (g mol⁻¹) = 1023.009